Computed, not measured: a structure of composition C10H13N, with ωB97M-V with the def2-TZVPD basis set.

Atoms and positions in Å:
C 2.096 -0.484 -0.151
C 1.880 0.891 -0.661
C 0.642 1.633 -0.211
C -0.593 0.708 -0.096
C -1.859 1.282 0.077
C -2.936 0.588 0.185
C -2.905 -0.784 0.101
C -1.713 -1.401 -0.180
C -0.439 -0.684 -0.378
C 0.750 -1.463 -0.540
H 2.032 -1.123 1.840
H 1.636 0.405 2.094
H 3.179 -0.972 -0.610
H 2.969 1.432 -0.585
H 1.596 0.772 -1.797
H 0.217 2.311 -0.955
H 0.691 1.999 0.901
H -2.119 2.080 0.362
H -3.741 1.258 0.661
H -3.937 -1.590 0.150
H -1.637 -2.438 0.057
H 0.949 -2.310 0.181
H 0.999 -1.722 -1.717
N 2.244 -0.389 1.271

Properties
- HOMO-LUMO gap (hartree) = 0.3509
- relative energy (zero: lowest compared OMol25 entry of this formula, charge and spin) (eV) = 6.285
- E_tot (hartree) = -443.3727

Atom charges from the natural (NBO) analysis, given in e for atoms 1 to 6: -0.013, -0.431, -0.443, 0.041, -0.241, -0.194